[1]
Entry from OMol25: C28H46BrHgN3P2 as an isolated structure (the ωB97M-V functional and the def2-TZVPD basis).

```
81
Properties=species:S:1:pos:R:3:forces:R:3
N -5.1703 -1.5380 4.0031 -0.3 -0.5 0.0
C -4.6323 -0.4694 4.5786 0.2 0.9 -0.7
C -4.3748 0.7139 3.8664 -0.6 -0.2 -0.6
C -4.8042 0.8255 2.5125 -0.1 -0.9 0.1
C -5.3761 -0.3348 1.9310 -0.1 -0.5 0.8
C -5.5375 -1.5008 2.7188 0.5 1.6 -0.1
C -4.5012 2.0048 1.7051 0.1 0.4 0.0
Hg -0.3029 0.6653 -1.6885 1.0 -1.1 0.1
P 3.9924 0.5211 -1.7986 0.8 -0.2 -0.8
C -4.8366 2.1769 0.3637 -0.5 -0.1 0.3
C -3.9770 2.8098 -0.5910 -0.6 -0.6 0.8
C -3.9771 2.3821 -1.9705 1.4 0.4 -0.3
C -2.7205 2.2822 -2.5934 -2.4 0.3 0.6
C -1.6769 2.2391 -1.6873 1.9 0.8 -0.9
C -1.5985 3.1851 -0.6639 -2.2 0.9 1.1
C -2.8285 3.5142 -0.0900 1.8 -0.2 -0.6
Br 1.4862 1.5490 -3.5152 -1.0 0.6 0.6
H -3.8884 2.7513 2.2363 0.0 -0.4 -0.5
H -5.7163 1.6294 -0.0028 0.6 0.0 -0.1
H -3.8603 1.5411 4.3455 -0.3 0.0 0.0
H -5.6684 -0.3684 0.8841 0.0 0.1 0.2
H -4.3856 -0.5162 5.6444 -0.1 -0.2 -0.4
H -5.9637 -2.4042 2.2926 0.0 0.1 0.1
H -4.8356 2.0195 -2.5355 -0.1 0.3 0.5
H -2.8524 4.1474 0.8001 -0.2 -0.3 -0.3
H -2.6061 2.2180 -3.6664 0.1 -0.9 0.0
H -0.6615 3.6140 -0.3234 -0.1 -0.4 0.2
P -0.4221 -1.7266 -0.7544 -0.2 0.5 -0.7
C 4.2433 2.2919 -1.1325 -0.8 -0.9 0.4
C 4.9955 3.3607 -1.9064 0.1 -0.1 -0.6
H 4.7472 2.1021 -0.1669 -0.1 -0.2 -0.4
H 3.2319 2.6672 -0.8709 0.4 -0.5 -0.2
H 5.4390 3.9848 -1.1299 0.2 0.2 -0.3
H 5.7773 2.9216 -2.5432 -0.1 0.4 0.3
H 4.3360 3.9872 -2.5304 0.3 -0.4 0.2
C 4.0682 -0.1042 -3.5467 -2.0 0.3 -0.6
C 5.0678 0.5626 -4.4626 0.6 -0.1 -0.3
H 3.0681 0.1353 -4.0124 1.3 -0.6 0.8
H 4.1064 -1.2179 -3.5390 0.4 0.8 0.4
H 4.7412 0.2855 -5.4724 0.4 0.2 0.1
H 5.0225 1.6589 -4.3831 0.1 -0.4 -0.1
H 6.0839 0.1803 -4.2958 -0.2 0.4 -0.2
C 5.1377 -0.6850 -1.0457 -0.4 -0.5 1.2
C 6.6494 -0.4688 -1.0712 0.4 0.2 -0.1
H 4.9125 -1.6453 -1.5417 -0.1 0.4 0.2
H 4.8302 -0.8124 0.0058 0.1 0.0 -0.2
H 7.1245 -1.2996 -0.5316 -0.1 0.2 -0.2
H 7.0466 -0.4537 -2.0899 -0.1 0.0 0.2
H 6.9504 0.4504 -0.5632 -0.1 0.0 -0.1
C 0.6304 -2.8406 0.3010 -0.2 0.3 0.1
C 2.0532 -3.0888 -0.2199 -0.2 -0.1 0.0
H 0.0888 -3.8018 0.3209 0.1 0.3 0.0
H 0.6172 -2.4323 1.3288 0.1 -0.2 -0.6
H 2.5010 -3.8920 0.3862 0.0 0.4 -0.2
H 2.0227 -3.4416 -1.2638 0.1 0.2 0.4
H 2.6768 -2.1852 -0.1459 -0.2 -0.3 -0.1
C -0.6649 -2.6760 -2.3040 -0.2 -0.5 0.0
C -1.6022 -1.9743 -3.3036 0.1 -0.1 0.1
H -1.0789 -3.6589 -2.0281 0.1 0.2 -0.2
H 0.3234 -2.8663 -2.7587 -0.4 0.2 0.2
H -1.5952 -2.5118 -4.2640 0.0 0.3 0.3
H -2.6407 -1.9549 -2.9361 0.4 0.0 -0.2
H -1.2777 -0.9335 -3.4873 -0.1 -0.4 -0.1
C -2.1104 -1.5885 0.0168 0.2 0.2 -0.1
C -2.3477 -2.4287 1.2726 -0.3 -0.1 0.2
H -2.8217 -1.8775 -0.7668 0.2 0.0 0.1
H -2.2758 -0.5112 0.2188 0.1 -0.6 0.0
H -3.4104 -2.7006 1.3013 0.3 0.0 0.2
H -1.7672 -3.3642 1.2928 -0.3 0.4 0.0
H -2.1310 -1.8496 2.1824 0.0 -0.3 -0.2
C -0.7505 1.1478 4.5684 -0.3 0.6 0.1
N -0.1218 0.0493 3.8466 -0.1 0.1 -0.4
C 0.4995 -1.0202 4.6126 0.4 -0.6 0.0
C -0.0077 0.0828 2.5340 0.1 0.0 -1.4
N 0.0835 0.0861 1.3596 -0.1 0.3 2.1
H -0.6516 0.9270 5.6378 -0.1 0.2 -0.4
H -1.8189 1.2320 4.3224 0.4 -0.1 0.1
H -0.2645 2.1097 4.3493 -0.1 -0.3 0.1
H 0.1176 -2.0018 4.3064 0.0 0.2 0.1
H 1.5902 -1.0197 4.4873 -0.2 0.0 0.1
H 0.2511 -0.8476 5.6611 0.2 -0.2 -0.2
```
Positions in Å, forces in eV/Å.

Computed properties:
HOMO level (alpha / beta) = -13.41 / -13.19 eV
2S+1 = 1
net charge = +2
DFT total energy = -4668.1952 Eh

=====

[2]
Entry from OMol25: C28H46BrKN9O6 as an isolated structure (the ωB97M-V functional and the def2-TZVPD basis).

```
91
Properties=species:S:1:pos:R:3:forces:R:3
K -0.1000 0.6584 -1.2996 0.2 -0.5 1.0
C 4.4774 -1.8633 -0.1457 0.3 0.0 0.1
C 3.1750 -1.8585 0.6454 -0.4 -0.2 -0.1
C 3.2811 -1.0572 1.9495 0.1 0.0 0.2
C 3.4741 0.4707 1.9971 -0.2 0.2 -0.3
C 4.8768 0.9027 1.5613 0.2 0.0 0.0
C 3.2968 0.8602 3.4710 0.0 0.0 0.2
N 2.4840 1.1218 1.1025 0.2 0.0 0.3
C 2.2847 2.5770 1.2639 0.2 -0.2 0.0
C 1.0333 2.8990 2.0830 -0.1 -0.1 -0.1
N -0.1894 2.3872 1.4573 -0.1 0.1 -0.2
C -0.6905 3.3882 0.4849 -0.2 -0.1 0.4
C 0.2490 3.7690 -0.6809 0.0 0.1 0.0
O 0.4472 4.9801 -0.8296 0.1 0.1 0.0
O 0.6779 2.8023 -1.3603 0.5 1.3 -0.1
C -1.3172 2.0551 2.3738 0.2 0.1 -0.1
C -0.9269 1.8389 3.8294 0.0 -0.1 0.2
C -2.1889 0.9181 1.8115 -0.3 0.0 0.0
C -1.8258 -0.5776 1.9708 0.3 0.2 -0.2
C -2.7442 -1.3445 1.0188 -0.2 0.0 0.1
C -2.0636 -1.0959 3.3942 -0.1 -0.1 0.1
N -0.4200 -0.7477 1.5462 -0.1 -0.1 0.0
C 0.1189 -2.1142 1.5116 -0.2 0.2 0.2
C 0.8155 -2.3904 0.1900 0.0 0.0 -0.2
N 1.9524 -1.5184 -0.1322 0.3 0.0 -0.2
C 2.1321 -1.4739 -1.5855 0.0 0.1 0.0
C 2.9755 -0.3255 -2.1616 -0.4 0.0 0.3
O 3.3455 -0.3786 -3.3075 0.1 -0.1 -0.1
O 3.2204 0.7330 -1.4029 0.0 -0.2 -0.3
H 5.2767 -2.1602 0.5381 0.0 0.0 0.0
H 4.7545 -0.8979 -0.5570 0.0 0.0 0.0
H 4.4634 -2.5793 -0.9653 -0.1 0.0 0.0
H 3.0394 -2.9040 0.9761 0.1 0.1 0.1
H 4.1174 -1.4782 2.5224 0.0 0.0 0.0
H 2.3991 -1.2694 2.5544 -0.1 0.0 -0.1
H 5.6314 0.2435 1.9973 0.0 0.0 0.0
H 5.0980 1.9139 1.9056 0.0 0.0 0.0
H 4.9985 0.8955 0.4810 -0.1 0.0 0.0
H 4.0461 0.3657 4.0946 0.0 -0.1 -0.1
H 2.3136 0.5551 3.8372 0.0 0.0 0.0
H 3.4103 1.9317 3.6331 0.0 0.0 -0.1
H 1.5910 0.6437 1.1396 -0.1 0.0 0.0
H 2.8657 0.7078 -0.4523 -0.1 0.2 0.0
H 2.2751 3.0282 0.2752 -0.2 0.0 0.0
H 3.1508 2.9972 1.7795 0.0 0.0 0.0
H 0.9612 3.9826 2.2675 0.1 0.0 -0.1
H 1.1643 2.4181 3.0486 0.0 0.0 0.0
H -0.9563 4.3071 1.0291 0.0 0.0 0.0
H -1.6198 3.0073 0.0469 0.0 0.0 0.0
H -1.9798 2.9354 2.3869 0.0 0.0 0.0
H -0.1806 1.0537 3.9743 0.0 0.0 -0.1
H -1.8130 1.5395 4.3917 0.0 0.0 0.0
H -0.5304 2.7429 4.2910 0.0 0.1 -0.1
H -2.3318 1.1065 0.7442 0.1 0.0 0.0
H -3.1906 1.0357 2.2458 0.1 0.0 0.0
H -3.7780 -1.0332 1.1932 0.0 0.0 0.0
H -2.7103 -2.4201 1.1976 0.0 0.0 0.0
H -2.4868 -1.1651 -0.0244 0.1 0.0 0.0
H -3.0664 -0.8405 3.7445 0.0 0.0 0.0
H -1.3439 -0.7037 4.1103 0.0 0.0 0.0
H -1.9856 -2.1848 3.4049 0.0 0.0 0.0
H 0.1495 -0.1517 2.1346 0.0 0.0 0.0
H -0.6993 -2.8327 1.5860 0.0 0.0 -0.1
H 0.7494 -2.3267 2.3820 0.1 0.0 -0.1
H 0.0564 -2.2304 -0.5777 0.1 0.0 0.0
H 1.1042 -3.4555 0.1450 0.1 0.0 0.0
H 1.1394 -1.3774 -2.0394 0.1 -0.1 -0.1
H 2.5271 -2.3961 -2.0312 0.0 0.0 0.1
N -2.9890 3.3517 -5.7540 0.2 -0.8 0.3
N -1.9895 2.6105 -5.0797 -0.4 0.7 -0.6
N -0.7724 2.5222 -5.5489 0.1 -0.1 0.1
C -0.2039 1.7914 -4.5957 0.2 -0.1 0.0
N -1.0501 1.4777 -3.6065 -0.6 0.5 -0.7
N -2.2060 2.0206 -3.9503 0.2 -0.4 0.5
H -3.1771 2.8048 -6.5952 0.0 0.2 0.0
H -3.8071 3.2372 -5.1549 0.1 0.2 0.0
H 0.8274 1.4863 -4.6225 0.0 0.0 0.0
Br -7.4948 -4.0164 -2.8130 -0.2 0.0 0.0
C -5.6947 -3.4238 -2.8053 0.3 0.1 0.0
C -5.4089 -2.1098 -2.4708 -0.1 -0.1 0.0
C -4.0846 -1.6968 -2.4599 0.1 0.1 0.1
C -3.0520 -2.5637 -2.7971 -0.3 0.0 0.0
C -3.3698 -3.8714 -3.1446 0.0 0.0 0.0
C -4.6847 -4.3121 -3.1391 -0.1 -0.1 0.0
C -1.6079 -2.1009 -2.8070 0.3 0.0 0.0
O -0.8532 -2.6520 -3.6153 0.1 -0.1 0.0
O -1.3027 -1.2029 -1.9700 -0.7 -0.9 -0.4
H -6.2085 -1.4270 -2.2185 0.0 0.0 0.0
H -3.8337 -0.6800 -2.1847 0.0 0.0 0.0
H -2.5655 -4.5335 -3.4344 0.0 0.0 0.0
H -4.9324 -5.3326 -3.4002 0.0 0.0 0.0
```
Positions in Å, forces in eV/Å.

Computed properties:
HOMO level = -5.68 eV
2S+1 = 1
net charge = -1
DFT total energy = -5212.8462 Eh

=====

[3]
Entry from OMol25: C28H46BrN3P2Pt as an isolated structure (the ωB97M-V functional and the def2-TZVPD basis).

```
81
Properties=species:S:1:pos:R:3:forces:R:3
N 4.9054 -5.3820 -0.7839 -0.2 -0.2 -0.1
C 5.0854 -4.4568 0.1512 -0.3 0.6 -0.2
C 4.2802 -3.3177 0.2491 -0.5 -0.2 -0.3
C 3.1550 -3.2055 -0.5970 -0.1 0.1 -0.3
C 2.9904 -4.1560 -1.6004 0.6 -0.6 0.1
C 3.9047 -5.2330 -1.6482 -0.4 0.8 0.0
C 2.0666 -2.2480 -0.1829 0.1 -2.0 2.0
Pt 0.5158 -1.2667 -1.0862 -0.5 0.1 -0.6
P -2.3370 0.0353 0.5227 -2.9 0.9 -0.2
C 0.7349 -2.8143 0.1337 2.0 -1.4 1.7
C 0.0497 -2.4772 1.4097 0.5 -0.1 -0.7
C -1.2892 -2.8828 1.5786 -0.4 0.4 0.1
C -2.0393 -2.3135 2.5961 -0.1 -0.5 -0.4
C -1.4720 -1.3914 3.5007 0.6 -2.0 0.5
C -0.0276 -1.3064 3.5121 -0.3 0.5 0.1
C 0.6995 -1.7418 2.4099 -0.3 -0.1 -0.5
Br -1.1354 0.9454 3.0828 1.0 2.2 0.2
H 2.4966 -1.5198 0.5205 -0.4 0.0 -0.4
H 0.5069 -3.7920 -0.3278 0.0 0.5 0.3
H 4.5011 -2.5695 1.0002 -0.1 0.0 0.1
H 2.1889 -4.0847 -2.3334 0.1 -0.1 0.2
H 5.9006 -4.6152 0.8535 -0.1 0.1 -0.2
H 3.8128 -5.9982 -2.4148 0.0 0.1 0.1
H -1.7326 -3.5437 0.8204 0.1 0.2 0.5
H 1.7503 -1.4661 2.2619 -0.5 -0.3 0.5
H -3.0840 -2.6009 2.7120 0.3 0.1 0.0
H 0.5129 -0.8064 4.3107 -0.3 -0.1 0.0
P 0.6767 0.4120 -2.5458 -0.1 1.5 -0.2
C -3.6169 0.1167 1.8446 0.7 0.2 0.2
C -4.7737 -0.7156 2.1637 0.2 -1.1 0.3
H -3.4404 0.8745 2.6398 -0.4 -0.3 -1.1
H -2.1255 -1.0180 4.2890 0.6 -0.4 0.2
H -4.8170 -0.8829 3.2560 0.0 0.2 -0.3
H -5.7147 -0.1735 1.9473 0.3 0.1 0.0
H -4.7915 -1.6991 1.6712 -0.2 0.5 -0.1
C -3.4246 -0.8288 -0.7396 0.5 -0.1 0.3
C -4.8513 -0.3307 -0.9709 -0.2 -0.1 -0.4
H -3.4174 -1.8782 -0.4053 0.0 0.2 -0.3
H -2.8322 -0.7801 -1.6660 -0.2 -0.2 0.1
H -5.4301 -1.1148 -1.4755 0.1 0.2 0.0
H -5.3894 -0.0921 -0.0507 0.2 0.0 -0.3
H -4.8785 0.5541 -1.6173 0.1 -0.1 0.2
C -2.5739 1.8891 0.0424 0.6 -0.3 0.6
C -3.8028 2.6261 0.5551 -0.4 0.3 -0.1
H -2.5429 1.9246 -1.0579 0.0 -0.2 0.4
H -1.6711 2.3599 0.4582 -0.2 0.0 -0.4
H -3.8490 3.6152 0.0727 0.0 -0.3 0.2
H -4.7385 2.1082 0.3125 0.2 0.1 0.0
H -3.7686 2.8067 1.6336 0.1 0.0 -0.2
C 0.4097 1.9508 -1.6498 0.2 0.4 0.0
C 0.6075 3.2010 -2.5143 0.0 0.3 0.2
H 1.1036 1.9582 -0.7909 -0.4 0.0 -0.3
H -0.6099 1.9030 -1.2493 0.4 -0.1 -0.2
H 1.6620 3.5203 -2.4721 -0.5 -0.1 -0.2
H 0.3078 3.0423 -3.5658 0.1 0.2 0.4
H -0.0070 4.0098 -2.0920 0.3 -0.1 -0.3
C -0.7760 0.2847 -3.6407 0.5 0.5 -0.3
C -0.9648 -1.0966 -4.2521 -0.2 0.2 -0.3
H -0.6580 1.0689 -4.3997 -0.3 -0.2 0.0
H -1.6297 0.5651 -3.0004 0.3 0.0 -0.2
H -0.2837 -1.2444 -5.0982 -0.2 -0.1 0.2
H -0.7964 -1.8902 -3.5078 -0.1 0.1 -0.2
H -1.9955 -1.1742 -4.6189 0.3 -0.2 0.0
C 2.2983 0.5563 -3.3747 -0.3 -0.4 -0.8
C 3.3543 1.3477 -2.5862 0.3 0.1 0.3
H 2.1034 1.0198 -4.3544 0.1 -0.1 0.2
H 2.6450 -0.4726 -3.5740 -0.2 0.4 0.0
H 4.2863 0.7718 -2.5353 -0.2 0.2 0.0
H 3.5847 2.2988 -3.0889 -0.1 -0.4 0.2
H 3.0606 1.5761 -1.5490 0.1 -0.1 -0.4
C 3.5882 3.5520 3.6799 0.5 -0.3 0.1
N 2.5097 3.6501 2.7070 -0.2 0.3 0.2
C 1.3031 4.4022 3.0589 -0.3 -0.1 -0.3
C 2.5458 2.9322 1.6079 0.0 -0.5 -0.9
N 2.5803 2.3068 0.6206 0.0 0.5 1.2
H 3.4460 4.3337 4.4265 0.1 -0.1 -0.1
H 4.5529 3.6876 3.1834 -0.1 0.1 0.1
H 3.5990 2.5763 4.1777 -0.1 0.1 0.0
H 1.0077 5.0462 2.2189 0.1 -0.1 0.3
H 0.4622 3.7285 3.2948 0.3 0.2 0.1
H 1.5357 5.0236 3.9304 -0.2 -0.2 -0.3
```
Positions in Å, forces in eV/Å.

Computed properties:
HOMO level (alpha / beta) = -13.51 / -13.66 eV
2S+1 = 3
net charge = +2
<S²> = 2.016
DFT total energy = -4634.0271 Eh